Record 1
Entry from the OMol25 dataset: a molecular structure, C10H21ClF3O5P2RuS in a non-equilibrium geometry (wB97M-V/def2-TZVPD).

* multiplicity: 5
* HOMO level (spin up / spin down): -19.69 / -19.19 eV
* ΔE to the lowest compared entry with this formula, charge and spin: 0.0 kJ/mol
* molar mass: 508.81 g/mol
* max |F|: 0.1597 hartree/bohr
* net charge: +3
* HOMO-LUMO gap (spin up / spin down): 6.8 / 2.3 eV
* E: -2704.09755 Eh

Structure (XYZ):
```
44
Properties=species:S:1:pos:R:3:mulliken_charge:R:1
C 0.383 -0.127 -5.767 -1.09
C 0.463 -0.004 -4.283 0.88
H 1.395 -0.084 -6.181 0.36
H -0.214 0.708 -6.160 0.34
H -0.096 -1.077 -6.040 0.36
O 1.435 0.277 -3.617 -0.43
Cl -1.143 -0.314 -3.527 -0.20
Ru 0.231 0.133 0.987 0.65
P -0.126 2.082 0.036 1.07
C 1.118 3.207 0.769 -1.27
C -0.084 2.498 -1.716 -1.09
H -0.124 3.591 -1.838 0.53
H -1.834 3.786 0.202 0.47
H -0.938 2.023 -2.215 0.36
H -2.515 2.123 0.159 0.43
H 2.097 2.954 0.339 0.49
H 0.846 2.097 -2.139 0.32
C -1.727 2.760 0.578 -1.32
H 0.852 4.245 0.533 0.48
H -1.807 2.749 1.674 0.37
H 1.137 3.036 1.855 0.35
P 0.074 -1.940 0.238 1.05
C 1.404 -2.819 1.127 -1.21
C -1.416 -2.734 0.895 -1.18
H -0.600 -2.047 -2.029 0.19
H 0.071 -3.627 -1.484 0.49
H 1.165 -2.231 -1.858 0.40
C 0.193 -2.535 -1.449 -1.02
H -2.292 -2.263 0.437 0.44
H -1.398 -3.805 0.660 0.51
H 1.259 -3.899 1.015 0.45
H 1.379 -2.534 2.189 0.32
H -1.460 -2.575 1.980 0.30
H 2.362 -2.513 0.687 0.48
C 2.029 0.180 0.541 -0.01
O 3.189 0.171 0.382 -0.12
F -0.195 -0.438 5.963 -0.14
C -0.341 -0.823 4.679 0.68
F 0.873 -1.237 4.219 -0.20
F -1.195 -1.878 4.624 -0.18
S -1.026 0.559 3.605 1.02
O -2.180 1.117 4.254 -0.28
O 0.146 1.411 3.344 -0.46
O -1.390 -0.202 2.332 -0.60
```

Record 2
Entry from the OMol25 dataset: Cl3H3Si2 in the gas phase in a non-equilibrium geometry (wB97M-V/def2-TZVPD).

* multiplicity: 1
* HOMO level: -10.65 eV
* ΔE to the lowest compared entry with this formula, charge and spin: 38.8 kJ/mol
* structure (SMILES): Cl[SiH2][SiH](Cl)Cl
* molar mass: 165.56 g/mol
* max |F|: 0.0634 hartree/bohr
* net charge: 0
* HOMO-LUMO gap: 10.1 eV
* E: -1961.46701 Eh

Structure (XYZ):
```
8
Properties=species:S:1:pos:R:3:mulliken_charge:R:1
Cl -2.634 0.343 1.029 -0.36
Si -0.493 -0.738 0.773 0.43
Si 0.609 0.582 -0.794 0.57
Cl 1.725 -0.631 -1.978 -0.22
Cl 1.879 1.860 0.121 -0.21
H 0.009 -0.712 2.144 -0.07
H -0.881 -2.092 0.394 -0.07
H -0.215 1.387 -1.689 -0.08
```

Record 3
Entry from the OMol25 dataset: 2 unconnected molecules or ions with the total composition C4H9ClN in a non-equilibrium geometry (wB97M-V/def2-TZVPD).

* multiplicity: 1
* HOMO level: -15.36 eV
* ΔE to the lowest compared entry with this formula, charge and spin: 248.9 kJ/mol
* molar mass: 106.58 g/mol
* max |F|: 0.1066 hartree/bohr
* net charge: +1
* HOMO-LUMO gap: 9.4 eV
* E: -672.37140 Eh

Structure (XYZ):
```
15
Properties=species:S:1:pos:R:3:mulliken_charge:R:1
C -0.835 1.622 -0.371 -0.30
C -0.430 0.495 0.729 0.14
C 0.460 -1.769 0.579 -1.15
C -0.434 -0.766 0.266 -0.04
N -1.746 1.245 0.604 -0.42
Cl 2.110 0.000 -1.865 -0.20
H -0.243 2.550 -0.263 0.31
H -1.032 1.375 -1.479 0.28
H 0.296 0.681 1.491 0.48
H 1.542 -1.572 0.513 0.37
H 0.447 -2.721 0.021 0.35
H 0.329 -1.959 1.638 0.36
H -1.397 -0.922 -0.395 0.31
H -1.799 1.816 1.384 0.28
H 2.732 -0.073 -2.850 0.22
```

Record 4
Entry from the OMol25 dataset: 2 unconnected molecules or ions with the total composition C2H5IS in a non-equilibrium geometry (wB97M-V/def2-TZVPD).

* multiplicity: 1
* HOMO level (spin up / spin down): -8.62 / -7.50 eV
* ΔE to the lowest compared entry with this formula, charge and spin: 184.4 kJ/mol
* molar mass: 188.03 g/mol
* max |F|: 0.0433 hartree/bohr
* net charge: 0
* HOMO-LUMO gap (spin up / spin down): 7.5 / 4.8 eV
* E: -774.99611 Eh

Structure (XYZ):
```
9
Properties=species:S:1:pos:R:3:mulliken_charge:R:1
C 0.439 -0.812 0.062 -0.97
C 0.053 0.498 -0.484 -0.16
S 0.515 2.088 0.010 -0.10
I -3.226 -0.431 0.275 -0.35
H -0.237 -1.505 -0.310 0.32
H 1.307 -1.126 -0.494 0.35
H 0.617 -0.992 1.097 0.38
H -0.784 0.461 -1.215 0.37
H 1.317 1.820 1.060 0.15
```

Record 5
Entry from the OMol25 dataset: a molecular structure, C24H23N5O3S3Ti in a non-equilibrium geometry (wB97M-V/def2-TZVPD).

* multiplicity: 1
* HOMO level: -13.68 eV
* molar mass: 573.55 g/mol
* max |F|: 0.0683 hartree/bohr
* net charge: +2
* HOMO-LUMO gap: 6.5 eV
* E: -3471.45146 Eh

Structure (XYZ):
```
59
Properties=species:S:1:pos:R:3:mulliken_charge:R:1
Ti 0.060 -0.519 0.357 0.15
S -1.676 0.982 0.366 -0.33
C -2.719 0.309 -0.878 1.50
C -3.983 0.863 -1.035 -1.10
C -4.800 0.483 -2.090 0.36
C -6.120 0.994 -2.174 -0.34
N -7.197 1.377 -2.194 -0.40
C -4.299 -0.409 -3.058 0.49
C -3.070 -1.026 -2.855 -0.69
C -2.295 -0.717 -1.742 0.35
S -0.790 -1.607 -1.507 -0.10
C -4.988 -0.601 -4.279 -0.28
N -5.462 -0.670 -5.318 -0.52
H -4.332 1.603 -0.333 0.57
H -2.705 -1.749 -3.568 0.70
C -3.126 1.521 -6.625 -0.91
O -2.172 1.111 -5.650 -0.44
C -1.526 -0.062 -5.797 0.84
C -1.752 -0.996 -6.805 -0.43
C -1.015 -2.165 -6.841 -0.82
C -0.054 -2.433 -5.870 -1.13
C 0.197 -1.519 -4.870 0.04
C -0.531 -0.325 -4.818 -0.18
N -0.450 0.609 -3.789 0.46
C 0.362 0.707 -2.765 -1.04
C 1.716 0.221 -2.687 0.56
C 2.531 0.179 -3.831 -0.59
C 3.865 -0.152 -3.746 -0.80
C 4.433 -0.458 -2.515 -0.75
C 3.661 -0.435 -1.370 -0.54
C 2.307 -0.098 -1.434 0.58
O 1.562 -0.156 -0.332 -0.01
H -4.029 0.907 -6.584 0.35
H -2.697 1.486 -7.628 0.40
H -3.367 2.551 -6.375 0.26
H -2.499 -0.820 -7.562 0.48
H -1.191 -2.877 -7.631 0.45
H 0.501 -3.355 -5.902 0.45
H 0.939 -1.736 -4.119 0.49
H -1.240 1.259 -3.831 0.35
H 0.034 1.374 -1.959 0.83
H 2.104 0.445 -4.785 0.61
H 4.469 -0.170 -4.638 0.46
H 5.478 -0.718 -2.448 0.45
H 4.097 -0.680 -0.411 0.42
N 0.312 -2.854 4.237 -0.40
C 0.617 -2.469 3.008 0.93
N 1.888 -2.240 2.662 -0.27
S -0.636 -2.262 1.873 -0.34
H 1.015 -3.089 4.924 0.22
H -0.651 -3.040 4.481 0.24
H 2.644 -2.462 3.296 0.24
H 2.125 -2.000 1.703 0.06
C -0.072 1.123 3.109 -0.89
O 0.837 0.603 2.121 -0.24
H -0.468 2.093 2.793 0.38
H 0.433 1.224 4.073 0.26
H -0.898 0.411 3.197 0.38
H 1.582 1.228 2.066 0.25
```

Record 6
Entry from the OMol25 dataset: a molecular structure, C6H11ClF3FeO2Y in a non-equilibrium geometry (wB97M-V/def2-TZVPD).

* multiplicity: 5
* HOMO level (spin up / spin down): 1.68 / 1.88 eV
* molar mass: 352.35 g/mol
* max |F|: 0.0728 hartree/bohr
* net charge: -2
* HOMO-LUMO gap (spin up / spin down): 3.2 / 3.1 eV
* E: -2447.39581 Eh

Structure (XYZ):
```
25
Properties=species:S:1:pos:R:3:mulliken_charge:R:1
Y -0.604 -1.589 -0.515 -0.13
Cl -0.104 -2.898 -2.542 -0.54
C 0.440 -2.684 1.128 -0.90
H -0.188 -2.816 2.023 0.22
H 1.309 -2.048 1.383 0.22
H 0.805 -3.673 0.809 0.22
Fe 1.638 1.421 -0.630 0.33
C 0.491 2.273 -1.934 -0.97
C 3.527 1.195 -1.037 -0.91
C 1.892 2.594 0.620 -0.87
H 4.133 1.216 -0.109 0.22
H 3.661 0.227 -1.571 0.19
H 3.868 2.022 -1.701 0.13
H -0.152 3.035 -1.465 0.19
H 1.122 2.797 -2.684 0.18
H -0.143 1.552 -2.481 0.15
H 2.878 2.758 1.116 0.15
H 0.961 3.137 0.930 0.20
F -3.882 -0.954 2.872 -0.25
C -4.194 -1.161 1.566 0.66
F -4.947 -2.276 1.477 -0.25
F -4.904 -0.104 1.124 -0.25
C -2.886 -1.308 0.745 1.33
O -2.242 -0.241 0.452 -0.61
O -2.481 -2.476 0.426 -0.68
```

Record 7
Entry from the OMol25 dataset: C17H27N5S2 in the gas phase (wB97M-V/def2-TZVPD).

* multiplicity: 1
* HOMO level: -7.68 eV
* ΔE to the lowest compared entry with this formula, charge and spin: 11.6 kJ/mol
* structure (SMILES): CCN(CC)CCNc1nc(SC)nc2sc3c(c12)CCN(C)C3
* molar mass: 365.57 g/mol
* max |F|: 0.0141 hartree/bohr
* net charge: 0
* HOMO-LUMO gap: 8.3 eV
* E: -1734.15798 Eh

Structure (XYZ):
```
51
Properties=species:S:1:pos:R:3:mulliken_charge:R:1
C -5.730 -0.744 0.257 -1.31
C -4.379 -0.988 0.924 -0.53
N -3.298 -0.952 -0.050 0.24
C -2.228 -1.891 0.225 -0.98
C -1.315 -1.565 1.414 -0.95
C -2.879 0.410 -0.336 -0.45
C -2.044 0.542 -1.618 -1.40
N -0.630 0.327 -1.423 -0.03
C 0.163 1.274 -0.885 0.73
N -0.356 2.486 -0.715 -0.57
C 0.411 3.442 -0.216 -0.10
S -0.357 4.999 -0.050 -0.08
C 1.024 5.959 0.632 -0.83
N 1.667 3.334 0.174 -0.42
C 2.189 2.126 0.014 -0.62
S 3.818 1.742 0.476 -0.38
C 3.590 0.098 -0.070 0.86
C 2.354 -0.139 -0.580 0.50
C 1.516 1.020 -0.529 0.32
C 1.987 -1.497 -1.103 -0.27
C 3.244 -2.383 -1.201 -1.41
N 4.139 -2.277 -0.066 0.01
C 3.553 -2.730 1.179 -0.91
C 4.673 -0.930 0.025 -0.95
H -5.867 -1.445 -0.562 0.31
H -6.530 -0.884 0.980 0.42
H -5.801 0.265 -0.140 0.33
H -4.228 -0.254 1.732 0.29
H -4.397 -1.982 1.379 0.46
H -1.628 -1.988 -0.685 0.43
H -2.695 -2.865 0.396 0.50
H -0.756 -0.647 1.246 0.13
H -0.607 -2.376 1.568 0.39
H -1.903 -1.448 2.322 0.43
H -2.321 0.871 0.494 0.45
H -3.788 0.994 -0.480 0.30
H -2.153 1.561 -1.992 0.53
H -2.405 -0.167 -2.365 0.44
H -0.291 -0.620 -1.409 0.09
H 1.334 5.516 1.572 0.25
H 1.847 5.947 -0.075 0.26
H 0.657 6.969 0.781 0.37
H 1.540 -1.416 -2.097 0.61
H 1.258 -1.966 -0.432 0.06
H 2.951 -3.430 -1.312 0.43
H 3.817 -2.094 -2.086 0.38
H 2.761 -2.071 1.562 0.34
H 4.340 -2.792 1.930 0.31
H 3.140 -3.727 1.030 0.28
H 5.224 -0.822 0.962 0.46
H 5.389 -0.791 -0.797 0.29
```